[1]
C4H5N2O2S | the ωB97M-V functional and the def2-TZVPD basis

Values from the calculation:
Energy relative to the best compared isomer or geometry (same formula, charge and spin): 32.9 kcal per mole
Kohn-Sham gap: 0.259 hartree
E_tot: -813.631006 Ha
Highest occupied orbital energy: -3.3 eV
Net charge: -1
LUMO: 3.7 eV

CARTESIAN COORDINATES (ANGSTROEM)
H1 0.556 2.442 2.003
C1 -0.475 0.464 -0.112
C2 1.197 0.518 1.314
O1 0.047 -2.816 0.103
N1 0.437 1.646 1.398
H2 -2.013 0.849 -1.539
C3 -1.413 0.018 -1.172
H3 2.057 0.382 1.941
H4 -0.830 -0.426 -1.977
C4 0.640 -0.275 0.347
O2 1.243 -1.699 -1.764
H5 -2.066 -0.759 -0.775
N2 -0.586 1.618 0.527
S1 1.205 -1.963 -0.294

natural (NBO) atomic charge list, values in e, 6 entries: H 0.386; C 0.137; C -0.082; O -1.057; N -0.364; H 0.197


[2]
C4H5N2O2S | the ωB97M-V functional and the def2-TZVPD basis

Values from the calculation:
Energy relative to the best compared isomer or geometry (same formula, charge and spin): 0.0 kcal per mole
Kohn-Sham gap: 0.268 hartree
E_tot: -813.290554 Ha
SMILES: CSN1C=[NH+]C(=O)C1=O
Highest occupied orbital energy: -13.7 eV
Net charge: +1
LUMO: -6.3 eV

CARTESIAN COORDINATES (ANGSTROEM)
H1 -1.828 -1.286 -1.510
N1 -0.262 0.560 0.149
N2 1.836 1.334 0.211
C1 0.659 -0.668 0.548
H2 -3.332 -1.447 -0.490
C2 -2.210 -1.174 -0.467
H3 -1.717 -1.834 0.162
C3 2.074 -0.012 0.414
H4 0.136 2.722 -0.227
C4 0.543 1.648 0.030
H5 2.553 2.042 0.182
O1 0.409 -1.812 0.606
S1 -1.965 0.518 0.159
O2 3.104 -0.591 0.235

natural (NBO) atomic charge list, values in e, 6 entries: H 0.244; N -0.571; N -0.581; C 0.627; H 0.287; C -0.763


[3]
C4H5N2O4PS | the ωB97M-V functional and the def2-TZVPD basis

Values from the calculation:
Energy relative to the best compared isomer or geometry (same formula, charge and spin): 0.0 kcal per mole
Kohn-Sham gap: 0.184 hartree
E_tot: -1305.491566 Ha
SMILES: COc1nc(N)sc1P(=O)([O-])[O-]
Highest occupied orbital energy: 0.3 eV
Net charge: -2
LUMO: 5.3 eV

CARTESIAN COORDINATES (ANGSTROEM)
C1 0.317 2.450 -0.010
O1 2.376 0.932 -1.345
C2 -0.703 0.340 -0.153
H1 0.862 1.904 0.744
H2 -2.150 -3.497 0.203
H3 -3.372 -2.352 0.440
O2 2.601 0.760 1.313
S1 0.021 -2.009 0.087
H4 1.011 2.539 -0.803
H5 -0.166 3.404 0.374
C3 -1.590 -1.647 -0.134
N1 -1.848 -0.348 -0.151
O3 -0.845 1.713 -0.215
N2 -2.570 -2.651 -0.119
P1 2.397 0.088 -0.070
O4 3.111 -1.229 -0.041
C4 0.548 -0.398 -0.120

natural (NBO) atomic charge list, values in e, 6 entries: C -0.286; O -1.234; C 0.400; H 0.243; H 0.360; H 0.360


[4]
C4H5N2OS | the ωB97M-V functional and the def2-TZVPD basis

Values from the calculation:
Energy relative to the best compared isomer or geometry (same formula, charge and spin): 65.9 kcal per mole
Kohn-Sham gap: 0.329 hartree
E_tot: -737.992865 Ha
Highest occupied orbital energy: -13.4 eV
Net charge: +1
LUMO: -4.4 eV

CARTESIAN COORDINATES (ANGSTROEM)
H1 -2.108 0.242 0.993
H2 -2.466 -1.448 -0.832
O1 -0.513 -1.693 -1.058
N1 -1.557 -1.156 -0.472
C1 0.461 1.320 0.531
H3 1.070 -1.859 0.384
C2 -1.334 -0.292 0.466
N2 -0.008 -0.010 0.610
H4 -0.095 2.094 1.028
C3 0.813 -0.915 -0.086
S1 2.129 -0.080 -0.858
C4 1.539 1.448 -0.239
H5 2.069 2.351 -0.469

natural (NBO) atomic charge list, values in e, 6 entries: H 0.259; H 0.454; O -0.371; N -0.116; C -0.044; H 0.252


[5]
C4H5N2P | the ωB97M-V functional and the def2-TZVPD basis

Values from the calculation:
Energy relative to the best compared isomer or geometry (same formula, charge and spin): 36.6 kcal per mole
Kohn-Sham gap: 0.343 hartree
E_tot: -606.193203 Ha
SMILES: C1=NP=CC1.C#N
Highest occupied orbital energy: -9.2 eV
LUMO: 0.1 eV

CARTESIAN COORDINATES (ANGSTROEM)
C1 1.335 0.120 1.053
P1 1.362 1.667 0.402
H1 0.013 -1.555 0.353
H2 0.038 -0.444 -2.122
H3 1.653 -0.287 2.040
H4 -2.199 2.091 -1.594
C2 0.925 -0.944 0.093
C3 -2.251 1.819 -0.458
N1 -2.523 1.697 0.664
H5 1.785 -1.582 -0.417
C4 0.539 -0.131 -1.206
N2 0.766 1.138 -1.162

natural (NBO) atomic charge list, values in e, 6 entries: C -0.652; P 0.849; H 0.258; H 0.195; H 0.246; H 0.266


[6]
C4H5N3 | the ωB97M-V functional and the def2-TZVPD basis

Values from the calculation:
Energy relative to the best compared isomer or geometry (same formula, charge and spin): 81.8 kcal per mole
Kohn-Sham gap: 0.370 hartree
E_tot: -319.581930 Ha
SMILES: N#C/C=N/N1CC1
Highest occupied orbital energy: -9.9 eV
LUMO: 0.2 eV

CARTESIAN COORDINATES (ANGSTROEM)
N1 -1.554 -2.441 -2.809
H1 2.082 0.260 0.129
H2 0.542 -0.730 1.830
C1 -1.396 -1.562 -2.075
C2 -1.196 -0.420 -1.198
H3 -1.946 0.400 -1.169
N2 -0.143 -0.434 -0.499
N3 -0.040 0.730 0.315
H4 0.096 0.967 2.466
C3 1.382 0.909 0.659
H5 1.683 1.955 0.688
C4 0.492 0.364 1.662

natural (NBO) atomic charge list, values in e, 6 entries: N -0.272; H 0.220; H 0.218; C 0.230; C -0.024; H 0.223


[7]
C4H5N3 | the ωB97M-V functional and the def2-TZVPD basis

Values from the calculation:
Energy relative to the best compared isomer or geometry (same formula, charge and spin): 34.3 kcal per mole
Kohn-Sham gap: 0.373 hartree
E_tot: -319.657593 Ha
SMILES: N#C[C@H]1CN=CN1
Highest occupied orbital energy: -9.4 eV
LUMO: 0.8 eV

CARTESIAN COORDINATES (ANGSTROEM)
N1 0.167 1.185 0.116
C1 -1.198 1.062 0.305
C2 1.692 -0.671 0.312
H1 -0.608 -1.534 0.475
C3 0.635 -0.058 -0.496
C4 -0.664 -0.915 -0.428
H2 -0.782 -1.609 -1.265
H3 -1.715 1.845 0.861
N2 2.471 -1.129 1.032
N3 -1.765 0.020 -0.166
H4 1.012 0.121 -1.513
H5 0.754 1.684 0.767

natural (NBO) atomic charge list, values in e, 6 entries: N -0.613; C 0.263; C 0.265; H 0.207; C -0.176; C -0.240


[8]
C4H5N3 | the ωB97M-V functional and the def2-TZVPD basis

Values from the calculation:
Energy relative to the best compared isomer or geometry (same formula, charge and spin): 45.3 kcal per mole
Kohn-Sham gap: 0.400 hartree
E_tot: -319.640067 Ha
SMILES: CNC(C#N)C#N
Highest occupied orbital energy: -10.3 eV
LUMO: 0.5 eV

CARTESIAN COORDINATES (ANGSTROEM)
C1 -1.170 0.206 1.188
H1 2.465 -0.116 -0.080
H2 0.782 0.641 -1.406
C2 -0.843 0.490 -0.220
C3 -1.444 -0.554 -1.094
N1 -1.844 -1.278 -1.901
C4 1.460 -0.214 0.334
N2 0.582 0.679 -0.413
N3 -1.420 -0.035 2.287
H3 1.163 -1.271 0.295
H4 1.499 0.108 1.377
H5 -1.357 1.421 -0.486

natural (NBO) atomic charge list, values in e, 6 entries: C 0.269; H 0.218; H 0.377; C -0.233; C 0.249; N -0.275


[9]
C4H5N3 | the ωB97M-V functional and the def2-TZVPD basis

Values from the calculation:
Energy relative to the best compared isomer or geometry (same formula, charge and spin): 72.2 kcal per mole
Kohn-Sham gap: 0.328 hartree
E_tot: -319.597108 Ha
SMILES: C=C=C(N)NC#N
Highest occupied orbital energy: -8.4 eV
LUMO: 0.6 eV

CARTESIAN COORDINATES (ANGSTROEM)
N1 1.155 -0.040 0.957
N2 1.778 2.360 0.956
H1 -2.418 1.221 -0.865
C1 -1.421 1.031 -1.245
C2 1.355 1.288 0.882
N3 -0.118 -1.899 0.273
H2 -1.206 1.446 -2.222
H3 0.724 -2.457 0.207
H4 1.439 -0.564 1.773
H5 -0.847 -2.227 -0.342
C3 0.081 -0.526 0.201
C4 -0.522 0.367 -0.578

natural (NBO) atomic charge list, values in e, 6 entries: N -0.649; N -0.341; H 0.201; C -0.385; C 0.419; N -0.810


[10]
C4H5N3 | the ωB97M-V functional and the def2-TZVPD basis

Values from the calculation:
Energy relative to the best compared isomer or geometry (same formula, charge and spin): 75.2 kcal per mole
Kohn-Sham gap: 0.349 hartree
E_tot: -319.592323 Ha
Highest occupied orbital energy: -8.8 eV
LUMO: 0.7 eV

CARTESIAN COORDINATES (ANGSTROEM)
C1 -1.174 -0.207 0.611
N1 1.935 -1.133 -0.043
N2 -2.186 0.566 0.303
H1 -0.295 0.583 -1.281
C2 0.769 -1.186 -0.577
H2 -3.022 0.537 0.875
H3 -2.186 1.267 -0.443
H4 0.399 -2.072 -1.088
C3 1.969 0.167 0.531
C4 -0.009 0.075 -0.341
N3 0.936 0.910 0.396
H5 2.864 0.493 1.056

natural (NBO) atomic charge list, values in e, 6 entries: C 0.142; N -0.442; N -0.733; H 0.204; C 0.153; H 0.396


[11]
C4H5N3 | the ωB97M-V functional and the def2-TZVPD basis

Values from the calculation:
Energy relative to the best compared isomer or geometry (same formula, charge and spin): 106.3 kcal per mole
Kohn-Sham gap: 0.346 hartree
E_tot: -319.542776 Ha
SMILES: [H]/N=N/CC(=C)C#N
Highest occupied orbital energy: -9.4 eV
LUMO: 0.0 eV

CARTESIAN COORDINATES (ANGSTROEM)
C1 0.508 -0.375 0.903
H1 -0.035 -0.832 1.662
H2 2.307 -1.783 -1.137
C2 -0.809 0.400 0.001
N1 -2.744 -1.187 0.177
N2 2.222 -0.987 -0.552
N3 1.172 -1.267 -0.020
H3 1.280 0.527 1.154
C3 -1.883 -0.468 0.064
C4 -0.734 1.601 -0.576
H4 0.104 2.251 -0.537
H5 -1.388 2.120 -1.138

natural (NBO) atomic charge list, values in e, 6 entries: C -0.243; H 0.222; H 0.327; C -0.099; N -0.276; N -0.303


[12]
C4H5N3 | the ωB97M-V functional and the def2-TZVPD basis

Values from the calculation:
Energy relative to the best compared isomer or geometry (same formula, charge and spin): 98.0 kcal per mole
Kohn-Sham gap: 0.352 hartree
E_tot: -319.555970 Ha
SMILES: C1=C=NC=NC=1.N
Highest occupied orbital energy: -9.9 eV
LUMO: -0.4 eV

CARTESIAN COORDINATES (ANGSTROEM)
C1 -0.842 -0.630 -0.052
N1 -2.331 0.821 -1.351
H1 -1.558 2.692 -1.904
N2 -0.155 1.601 -0.812
H2 1.926 -1.152 2.243
H3 0.805 -1.892 1.301
C2 -1.332 1.770 -1.380
H4 2.385 -1.914 0.871
C3 0.093 0.445 -0.168
H5 1.080 0.350 0.286
C4 -1.823 -0.124 -0.698
N3 1.753 -1.968 1.664

natural (NBO) atomic charge list, values in e, 6 entries: C -0.290; N -0.440; H 0.210; N -0.444; H 0.352; H 0.373


Repeat the tenth record exactly.
C4H5N3 | the ωB97M-V functional and the def2-TZVPD basis

Values from the calculation:
Energy relative to the best compared isomer or geometry (same formula, charge and spin): 75.2 kcal per mole
Kohn-Sham gap: 0.349 hartree
E_tot: -319.592323 Ha
Highest occupied orbital energy: -8.8 eV
LUMO: 0.7 eV

CARTESIAN COORDINATES (ANGSTROEM)
C1 -1.174 -0.207 0.611
N1 1.935 -1.133 -0.043
N2 -2.186 0.566 0.303
H1 -0.295 0.583 -1.281
C2 0.769 -1.186 -0.577
H2 -3.022 0.537 0.875
H3 -2.186 1.267 -0.443
H4 0.399 -2.072 -1.088
C3 1.969 0.167 0.531
C4 -0.009 0.075 -0.341
N3 0.936 0.910 0.396
H5 2.864 0.493 1.056

natural (NBO) atomic charge list, values in e, 6 entries: C 0.142; N -0.442; N -0.733; H 0.204; C 0.153; H 0.396


- What is the energy relative to the best compared isomer or geometry (same formula, charge and spin) in the fourth record?
  65.9 kcal per mole